No. 1
DFT (ωB97M-V/def2-TZVPD) results for one molecule with the formula C4H8O2.

Computed properties:
SMILES string: C[C@@H]1O[C@@H]1CO
E in eV: -8370.315
Energy above the lowest of the compared OMol25 structures with the same formula, charge and spin in kcal per mole: 68.4
LUMO energy in eV: 0.839
Strongest force on any atom in eV Å⁻¹: 1.65
Charge: 0
Kohn-Sham gap in eV: 10.7

Element x y z (Å)
C (0.83, 1.12, -1.22)
C (0.48, 1.02, 0.23)
O (1.55, 0.07, 0.82)
C (0.19, -0.20, 0.94)
C (-0.60, -1.22, 0.20)
O (-1.32, -1.93, 1.18)
H (1.69, 1.81, -1.24)
H (0.06, 1.53, -1.87)
H (1.18, 0.15, -1.56)
H (0.01, 1.92, 0.66)
H (-0.12, -0.09, 1.98)
H (-1.29, -0.69, -0.48)
H (0.08, -1.84, -0.41)
H (-1.88, -2.57, 0.73)

=====

No. 2
DFT (ωB97M-V/def2-TZVPD) results for a 2-piece molecular cluster, C4H8O2 overall.

Computed properties:
SMILES string: C=C/C=C\O.O
E in eV: -8368.542
Energy above the lowest of the compared OMol25 structures with the same formula, charge and spin in kcal per mole: 109.3
LUMO energy in eV: 0.342
Strongest force on any atom in eV Å⁻¹: 4.61
Charge: 0
Kohn-Sham gap in eV: 8.3

Element x y z (Å)
C (0.75, -1.20, -2.00)
C (0.49, 0.08, -1.58)
C (-0.05, 0.40, -0.28)
C (0.90, 0.77, 0.67)
O (2.24, 0.89, 0.25)
H (0.80, -1.64, -2.93)
H (1.24, -2.00, -1.27)
H (1.16, 0.81, -1.96)
H (-0.89, -0.18, 0.06)
H (0.58, 1.06, 1.64)
H (2.66, 1.28, 1.03)
O (-3.56, -0.39, 2.09)
H (-3.45, 0.34, 1.49)
H (-2.86, -0.22, 2.80)

=====

No. 3
DFT (ωB97M-V/def2-TZVPD) results for one molecule with the formula C4H8O2.

Computed properties:
SMILES string: CCC(=O)OC
E in eV: -8370.629
Energy above the lowest of the compared OMol25 structures with the same formula, charge and spin in kcal per mole: 61.2
LUMO energy in eV: 0.885
Strongest force on any atom in eV Å⁻¹: 4.46
Charge: 0
Kohn-Sham gap in eV: 10.5

Element x y z (Å)
C (1.95, 0.11, -0.04)
C (0.86, 0.29, 1.08)
C (-0.62, -0.31, 0.81)
O (-0.26, -1.31, 0.24)
O (-1.84, 0.25, 0.47)
C (-2.14, -0.07, -0.93)
H (2.81, 0.75, 0.22)
H (2.34, -0.92, -0.15)
H (1.61, 0.43, -1.03)
H (1.23, -0.18, 1.99)
H (0.68, 1.34, 1.19)
H (-3.10, 0.39, -1.18)
H (-1.35, 0.36, -1.56)
H (-2.18, -1.14, -1.11)

=====

No. 4
DFT (ωB97M-V/def2-TZVPD) results for one molecule with the formula C4H8O2.

Computed properties:
SMILES string: C=CC(C)(O)O
E in eV: -8372.032
Energy above the lowest of the compared OMol25 structures with the same formula, charge and spin in kcal per mole: 28.8
LUMO energy in eV: 0.917
Strongest force on any atom in eV Å⁻¹: 0.34
Charge: 0
Kohn-Sham gap in eV: 10.9

Element x y z (Å)
C (0.04, -1.11, 1.67)
C (0.68, -0.19, 0.95)
C (0.27, 0.36, -0.39)
C (-1.18, 0.14, -0.82)
O (0.55, 1.74, -0.32)
O (1.05, -0.28, -1.39)
H (0.47, -1.49, 2.59)
H (-0.91, -1.52, 1.36)
H (1.63, 0.22, 1.30)
H (-1.85, 0.75, -0.22)
H (-1.47, -0.91, -0.74)
H (-1.26, 0.43, -1.87)
H (0.03, 2.18, -1.00)
H (1.95, -0.34, -1.06)

=====

No. 5
DFT (ωB97M-V/def2-TZVPD) results for a 2-piece molecular cluster, C4H8O2 overall.

Computed properties:
SMILES string: C=CO.C=CO
E in eV: -8370.744
Energy above the lowest of the compared OMol25 structures with the same formula, charge and spin in kcal per mole: 58.5
LUMO energy in eV: 0.701
Strongest force on any atom in eV Å⁻¹: 0.96
Charge: 0
Kohn-Sham gap in eV: 9.9

Element x y z (Å)
C (1.90, -0.17, 1.93)
C (1.16, -1.23, 1.66)
O (1.40, -2.13, 0.66)
H (1.56, 0.50, 2.71)
H (2.74, 0.20, 1.35)
H (0.30, -1.52, 2.25)
H (1.83, -1.69, -0.08)
C (-1.38, 0.51, -2.27)
C (-2.02, 1.17, -1.32)
O (-1.51, 1.39, -0.07)
H (-1.89, 0.31, -3.21)
H (-0.31, 0.35, -2.21)
H (-3.06, 1.46, -1.39)
H (-0.70, 0.86, 0.00)

=====

No. 6
DFT (ωB97M-V/def2-TZVPD) results for one molecule with the formula C4H8O2.

Computed properties:
SMILES string: CC(=O)[C@H](C)O
E in eV: -8372.579
Energy above the lowest of the compared OMol25 structures with the same formula, charge and spin in kcal per mole: 16.2
LUMO energy in eV: 0.895
Strongest force on any atom in eV Å⁻¹: 0.44
Charge: 0
Kohn-Sham gap in eV: 11.0

Element x y z (Å)
C (-1.09, 1.44, -0.12)
C (-0.41, 0.27, -0.77)
O (-0.07, 0.29, -1.94)
C (-0.04, -0.94, 0.06)
C (1.12, -0.48, 0.96)
O (0.35, -1.96, -0.80)
H (-0.41, 2.29, -0.13)
H (-1.96, 1.71, -0.72)
H (-1.39, 1.23, 0.91)
H (-0.88, -1.26, 0.69)
H (1.52, -1.34, 1.50)
H (0.82, 0.28, 1.69)
H (1.92, -0.07, 0.33)
H (0.49, -1.50, -1.65)

=====

No. 7
DFT (ωB97M-V/def2-TZVPD) results for C4H8O2 as an isolated structure.

Computed properties:
E in eV: -8367.505
Energy above the lowest of the compared OMol25 structures with the same formula, charge and spin in kcal per mole: 133.2
LUMO energy (spin up / spin down) in eV: 0.618 / 0.617
Strongest force on any atom in eV Å⁻¹: 0.46
Charge: 0
Kohn-Sham gap (spin up / spin down) in eV: 7.9 / 7.9

Element x y z (Å)
C (1.04, 0.55, -1.41)
C (-0.70, -0.83, -0.58)
C (-0.05, -0.58, 0.71)
O (1.07, 0.39, 0.44)
C (-0.96, 0.12, 1.66)
O (-0.96, 1.33, 1.79)
H (1.41, -0.36, -1.86)
H (1.84, 1.27, -1.24)
H (0.20, 0.99, -1.93)
H (-0.70, -1.85, -0.95)
H (-1.64, -0.30, -0.75)
H (0.42, -1.46, 1.16)
H (0.72, 1.25, 0.77)
H (-1.70, -0.51, 2.19)

=====

No. 8
DFT (ωB97M-V/def2-TZVPD) results for one molecule with the formula C4H8O2.

Computed properties:
E in eV: -8369.809
Energy above the lowest of the compared OMol25 structures with the same formula, charge and spin in kcal per mole: 80.1
LUMO energy in eV: 0.688
Strongest force on any atom in eV Å⁻¹: 0.44
Charge: 0
Kohn-Sham gap in eV: 9.5

Element x y z (Å)
O (1.47, -1.36, 0.28)
C (1.19, -0.69, -0.83)
C (-0.32, -0.73, -0.99)
C (-0.88, 0.65, -0.53)
C (-0.13, 1.09, 0.72)
O (-0.36, 0.22, 1.81)
H (2.42, -1.30, 0.45)
H (0.94, 1.12, 0.47)
H (-0.54, -0.88, -2.05)
H (-0.77, -1.54, -0.40)
H (-0.79, 1.40, -1.32)
H (-1.95, 0.54, -0.30)
H (-0.39, 2.09, 1.06)
H (0.11, -0.61, 1.62)

=====

No. 9
DFT (ωB97M-V/def2-TZVPD) results for one molecule with the formula C4H8O2.

Computed properties:
SMILES string: CC(=O)[C@H](C)O
E in eV: -8372.582
Energy above the lowest of the compared OMol25 structures with the same formula, charge and spin in kcal per mole: 16.1
LUMO energy in eV: 0.898
Strongest force on any atom in eV Å⁻¹: 0.53
Charge: 0
Kohn-Sham gap in eV: 11.0

Element x y z (Å)
C (-1.08, 1.45, -0.12)
C (-0.40, 0.28, -0.78)
O (-0.05, 0.31, -1.94)
C (-0.04, -0.93, 0.06)
C (1.12, -0.48, 0.96)
O (0.35, -1.97, -0.80)
H (-0.42, 2.32, -0.16)
H (-1.98, 1.68, -0.70)
H (-1.36, 1.24, 0.92)
H (-0.89, -1.26, 0.68)
H (1.51, -1.35, 1.50)
H (0.81, 0.28, 1.69)
H (1.92, -0.07, 0.34)
H (0.50, -1.51, -1.65)

=====

No. 10
DFT (ωB97M-V/def2-TZVPD) results for one molecule with the formula C4H8O2.

Computed properties:
SMILES string: CCOCC=O
E in eV: -8371.670
Energy above the lowest of the compared OMol25 structures with the same formula, charge and spin in kcal per mole: 37.2
LUMO energy in eV: 0.971
Strongest force on any atom in eV Å⁻¹: 0.54
Charge: 0
Kohn-Sham gap in eV: 10.8

Element x y z (Å)
C (-2.12, -0.47, -0.57)
C (-0.68, -0.06, -0.78)
O (-0.10, 0.35, 0.44)
C (1.27, 0.65, 0.31)
C (2.05, -0.01, 1.43)
O (3.23, 0.17, 1.59)
H (-2.77, 0.37, -0.30)
H (-2.19, -1.23, 0.22)
H (-2.50, -0.90, -1.50)
H (-0.09, -0.90, -1.18)
H (-0.62, 0.76, -1.52)
H (1.45, 1.73, 0.31)
H (1.68, 0.25, -0.63)
H (1.45, -0.68, 2.09)

=====

No. 11
DFT (ωB97M-V/def2-TZVPD) results for one molecule with the formula C4H8O2.

Computed properties:
SMILES string: C=CC(C)(O)O
E in eV: -8371.895
Energy above the lowest of the compared OMol25 structures with the same formula, charge and spin in kcal per mole: 32.0
LUMO energy in eV: 0.901
Strongest force on any atom in eV Å⁻¹: 2.69
Charge: 0
Kohn-Sham gap in eV: 11.1

Element x y z (Å)
C (-1.78, 0.72, 0.95)
C (-0.49, 0.38, 0.89)
C (0.30, -0.39, -0.11)
C (1.25, 0.48, -0.92)
O (0.98, -1.42, 0.55)
O (-0.66, -1.02, -1.02)
H (-2.16, 1.32, 1.77)
H (-2.49, 0.38, 0.20)
H (0.23, 0.78, 1.65)
H (0.74, 1.36, -1.33)
H (1.64, -0.09, -1.77)
H (2.10, 0.81, -0.31)
H (1.60, -1.79, -0.11)
H (-1.26, -1.53, -0.45)

=====

No. 12
DFT (ωB97M-V/def2-TZVPD) results for C4H8O2 as an isolated structure.

Computed properties:
E in eV: -8369.053
Energy above the lowest of the compared OMol25 structures with the same formula, charge and spin in kcal per mole: 97.5
LUMO energy in eV: -0.001
Strongest force on any atom in eV Å⁻¹: 0.45
Charge: 0
Kohn-Sham gap in eV: 8.8

Element x y z (Å)
C (-1.85, -0.61, -0.36)
C (-0.58, 0.11, -0.79)
O (-0.22, 1.12, -0.07)
C (1.59, 1.08, 0.54)
C (1.52, -0.23, 0.99)
O (1.36, -1.15, 0.11)
H (-2.72, -0.03, -0.67)
H (-1.87, -0.70, 0.73)
H (-1.92, -1.61, -0.80)
H (0.39, -0.82, -0.50)
H (-0.38, 0.18, -1.87)
H (1.59, 1.91, 1.24)
H (2.00, 1.28, -0.45)
H (1.29, -0.45, 2.04)